Here is C43H56N8O6SiZr as an isolated structure in a non-equilibrium geometry from the OMol25 dataset. Energies are from ωB97M-V with the def2-TZVPD basis set.

As for the gap between HOMO and LUMO: 6.19 eV. The total charge is +2. As for the molar mass: 900.28 g/mol. The energy above the lowest of the compared OMol25 structures with the same formula, charge and spin is 0.00 kcal per mole.

Each line ends with the Löwdin charge.
Positions of all 115 atoms, in Å:
Zr: 0.658 -0.079 0.235  1.8974
C: -2.534 -3.151 -3.716  -0.0321
C: -2.480 -2.907 -2.231  -0.2692
C: -1.940 -3.845 -1.360  -0.0604
C: -1.956 -3.638 0.018  -0.0891
C: -2.504 -2.475 0.537  -0.1164
C: -3.021 -1.513 -0.326  -0.0965
C: -3.012 -1.735 -1.691  -0.0507
H: -3.563 -3.112 -4.075  0.0933
H: -2.126 -4.126 -3.978  0.0822
H: -1.974 -2.388 -4.260  0.0628
H: -1.544 -4.773 -1.758  0.1161
H: -1.589 -4.412 0.683  0.1079
H: -2.628 -2.363 1.608  0.0868
H: -3.502 -0.626 0.068  0.1031
H: -3.454 -1.001 -2.356  0.1209
O: 0.048 4.279 1.343  0.0801
C: 0.863 4.287 2.419  -0.2373
C: 0.989 5.509 3.076  0.0095
C: 1.791 5.614 4.190  -0.0326
C: 2.490 4.507 4.684  -0.0602
C: 2.372 3.302 4.044  -0.0165
C: 1.560 3.160 2.899  -0.0861
C: 1.492 1.870 2.242  -0.3714
O: 0.867 1.777 1.063  -0.2604
N: 2.092 0.829 2.783  0.1091
N: 2.028 -0.259 1.951  -0.1292
C: 2.629 -1.353 2.221  -0.0418
C: 2.472 -2.427 1.225  -0.2663
C: 3.226 -3.574 1.249  0.0246
C: 3.053 -4.507 0.227  0.0096
C: 2.135 -4.251 -0.772  0.0015
C: 1.404 -3.073 -0.733  -0.0812
N: 1.555 -2.179 0.253  0.0028
H: 0.111 3.415 0.914  0.0519
H: 0.450 6.360 2.683  0.1306
H: 1.885 6.572 4.684  0.1209
H: 3.117 4.603 5.559  0.1136
H: 2.908 2.435 4.403  0.1116
H: 3.230 -1.474 3.117  0.1540
H: 3.949 -3.732 2.039  0.1350
H: 3.638 -5.417 0.218  0.1322
H: 1.973 -4.949 -1.582  0.1274
H: 0.673 -2.832 -1.492  0.1029
C: -0.387 -1.926 3.503  0.0183
C: -1.075 -0.691 3.049  -0.3431
N: -0.921 -0.093 1.869  -0.0444
C: -1.791 0.997 1.869  -0.1081
C: -2.446 1.046 3.044  0.0101
N: -1.976 -0.025 3.783  0.0392
C: -2.456 -0.399 5.136  -0.0478
N: -3.727 0.167 5.386  -0.0898
N: -3.825 1.246 6.231  0.0697
N: -5.024 1.661 6.234  0.0954
C: -5.771 0.874 5.365  -0.2191
C: -7.118 0.958 5.008  0.0079
C: -7.573 0.054 4.077  -0.0620
C: -6.717 -0.918 3.514  -0.0631
C: -5.387 -1.012 3.863  -0.0149
C: -4.940 -0.085 4.809  -0.1927
H: 0.049 -2.443 2.651  0.0668
H: -1.090 -2.613 3.975  0.0941
H: 0.394 -1.697 4.232  0.1032
H: -1.903 1.650 1.019  0.1168
H: -3.175 1.739 3.426  0.1423
H: -1.769 -0.005 5.882  0.1506
H: -2.489 -1.485 5.200  0.1386
H: -7.765 1.703 5.451  0.1243
H: -8.609 0.082 3.766  0.1118
H: -7.122 -1.614 2.791  0.1108
H: -4.745 -1.775 3.440  0.1016
C: 3.762 1.970 -0.227  -0.0031
C: 3.582 0.878 -1.262  -0.5487
C: 3.885 1.399 -2.655  -0.0051
C: 4.407 -0.355 -0.956  0.0011
O: 2.140 0.440 -1.206  -0.2900
Si: 1.102 0.036 -2.573  0.0530
O: -0.074 -0.475 -1.563  -0.3563
O: 1.865 -1.111 -3.366  -0.0843
C: 2.124 -1.538 -4.745  -0.5985
C: 0.899 -2.310 -5.201  -0.0168
C: 3.347 -2.430 -4.663  -0.0141
C: 2.376 -0.346 -5.652  -0.0123
O: 0.800 1.338 -3.431  -0.0872
C: -0.146 2.451 -3.397  -0.6005
C: -1.351 2.042 -4.224  -0.0057
C: -0.539 2.761 -1.960  -0.0246
C: 0.586 3.626 -4.014  -0.0099
H: 4.733 2.440 -0.376  0.1102
H: 3.738 1.580 0.791  0.0783
H: 2.997 2.740 -0.334  0.0973
H: 4.886 1.827 -2.651  0.1122
H: 3.181 2.172 -2.960  0.0908
H: 3.864 0.595 -3.391  0.0710
H: 5.462 -0.134 -1.124  0.1120
H: 4.122 -1.180 -1.613  0.0895
H: 4.294 -0.663 0.085  0.0731
H: 0.667 -3.116 -4.502  0.0862
H: 1.073 -2.748 -6.184  0.1044
H: 0.033 -1.648 -5.277  0.0858
H: 3.138 -3.323 -4.070  0.0847
H: 4.183 -1.895 -4.209  0.0860
H: 3.649 -2.745 -5.662  0.1031
H: 1.561 0.375 -5.599  0.0810
H: 2.452 -0.701 -6.680  0.1053
H: 3.308 0.164 -5.407  0.0866
H: -1.801 1.132 -3.818  0.0849
H: -1.059 1.853 -5.257  0.0975
H: -2.103 2.831 -4.218  0.1025
H: -1.138 1.950 -1.536  0.0729
H: -1.136 3.672 -1.926  0.1115
H: 0.359 2.931 -1.357  0.0790
H: 0.961 3.359 -5.002  0.0984
H: 1.429 3.930 -3.391  0.0890
H: -0.087 4.478 -4.120  0.1026